--- w ---
# C4H6NOS

2 unconnected molecules or ions with the total composition C4H6NOS (the ωB97M-V functional and the def2-TZVPD basis, the Open Molecules 2025 dataset).

Calculated values
LUMO level	-4.665	eV
HOMO level	-13.45	eV
net charge	+1
HOMO-LUMO gap	8.78	eV

Last columns: bonded neighbours and bond lengths (Å).
CARTESIAN COORDINATES (ANGSTROEM)
1 C -1.7827 2.0240 0.3038  C2 1.354, N5 1.361, H8 1.139
2 C -3.0723 1.7660 -0.0163  C1 1.354, S7 1.703, H9 0.977
3 C -1.6465 -0.1644 0.1225  N5 1.338, S7 1.700, H10 1.103
4 C 3.0470 -0.7219 -0.8049  O6 1.198, H11 1.132, H13 1.111
5 N -0.9500 0.9503 0.3752  C1 1.361, C3 1.338, H12 1.052
6 O 2.4868 -0.4953 0.2290  C4 1.198
7 S -3.3027 0.0856 -0.1677  C2 1.703, C3 1.700
8 H -1.4752 3.1188 0.3693  C1 1.139
9 H -3.7842 2.4298 0.0657  C2 0.977
10 H -1.1076 -1.1259 0.1709  C3 1.103
11 H 4.0736 -1.1958 -0.8472  C4 1.132
12 H 0.0358 0.9020 0.7390  N5 1.052
13 H 2.6238 -0.4447 -1.7945  C4 1.111

--- x ---
# C4H6NOS

A gas-phase ion, C4H6NOS (charge +1) (the ωB97M-V functional and the def2-TZVPD basis, the Open Molecules 2025 dataset).

Calculated values
LUMO level	-5.365	eV
HOMO level	-14.36	eV
net charge	+1
HOMO-LUMO gap	8.99	eV

Last columns: bonded neighbours and bond lengths (Å).
CARTESIAN COORDINATES (ANGSTROEM)
1 C 1.2631 -0.3063 3.6575  C2 1.227, H8 1.044
2 C 0.6793 0.2487 2.7321  C1 1.227, S7 1.690
3 C -0.4504 0.7226 0.3871  N5 1.292, S7 1.630, H10 1.014
4 C -0.2321 -0.6940 -1.8936  O6 1.515, H11 1.124, H12 1.114, H13 1.127
5 N 0.5313 0.0174 -0.0680  C3 1.292, O6 1.337, H9 0.999
6 O 0.8769 0.1832 -1.3494  C4 1.515, N5 1.337
7 S -0.7525 0.7529 1.9890  C2 1.690, C3 1.630
8 H 2.0841 -0.5907 4.2370  C1 1.044
9 H 1.1777 -0.4777 0.5112  N5 0.999
10 H -0.8869 1.2034 -0.3922  C3 1.014
11 H 0.1592 -1.6111 -2.4125  C4 1.124
12 H -0.8828 -0.1980 -2.6491  C4 1.114
13 H -0.7883 -1.0826 -0.9931  C4 1.127

Most stable to least stable, the ends of the list are w and x.

--- w ---
# C2H2N3O

2 unconnected molecules or ions with the total composition C2H2N3O (the ωB97M-V functional and the def2-TZVPD basis, the Open Molecules 2025 dataset).

Calculated values
LUMO level	-6.113	eV
HOMO level	-14.13	eV
net charge	+1
HOMO-LUMO gap	8.02	eV

Last columns: bonded neighbours and bond lengths (Å).
CARTESIAN COORDINATES (ANGSTROEM)
1 C -0.8317 -0.0901 -0.6806  N3 1.247, H7 1.081
2 C 0.9575 -1.0219 0.6185  O6 1.138, H8 1.077
3 N -1.9806 -0.5740 -0.7025  C1 1.247, N4 1.212
4 N -2.6546 -1.4669 -0.2351  N3 1.212, N5 1.118
5 N -3.4950 -2.1519 0.0357  N4 1.118
6 O 1.3003 -2.0363 0.2341  C2 1.138
7 H -0.6063 0.7687 -1.2966  C1 1.081
8 H 1.0989 -0.2454 1.3520  C2 1.077

--- x ---
# C2H2N3O

A gas-phase ion, C2H2N3O (charge +1) (the ωB97M-V functional and the def2-TZVPD basis, the Open Molecules 2025 dataset).

Calculated values
LUMO level	-6.568	eV
HOMO level	-15.82	eV
net charge	+1
HOMO-LUMO gap	9.25	eV
structure (SMILES)	[H]/N=N/C=[N+]=C=O

Last columns: bonded neighbours and bond lengths (Å).
CARTESIAN COORDINATES (ANGSTROEM)
1 H -1.3630 1.4506 0.2804  N2 1.031
2 N -0.9881 0.8113 -0.4368  H1 1.031, N3 1.172
3 N -0.2187 -0.0276 -0.1580  N2 1.172, C4 1.252
4 C 0.5709 -0.9988 -0.1574  N3 1.252, N5 1.348, H8 1.086
5 N 0.0058 -2.1917 0.1145  C4 1.348, C6 1.225
6 C -1.2032 -2.3204 0.2629  N5 1.225, O7 1.136
7 O -2.2768 -2.6510 0.4289  C6 1.136
8 H 1.6459 -0.9037 -0.2817  C4 1.086

Most stable to least stable, the ends of the list are x and w.

--- w ---
# C2H2N3O

A gas-phase ion, C2H2N3O (charge +1) (the ωB97M-V functional and the def2-TZVPD basis, the Open Molecules 2025 dataset).

Calculated values
LUMO level (spin up / spin down)	-8.287 / -8.287	eV
HOMO level (spin up / spin down)	-14.69 / -14.69	eV
net charge	+1
HOMO-LUMO gap (spin up / spin down)	6.40 / 6.41	eV

Last columns: bonded neighbours and bond lengths (Å).
CARTESIAN COORDINATES (ANGSTROEM)
1 C -1.9492 -0.1327 -0.0371  N3 1.306, N5 1.330, H7 1.133
2 C 0.0788 0.1278 -0.2306  N3 1.412, N5 1.391, O6 1.269
3 N -0.8795 -0.8809 0.0084  C1 1.306, C2 1.412, N5 1.742
4 N 2.3510 -0.4025 -0.0992  O6 1.344, H8 1.018
5 N -1.0627 0.8487 0.1031  C1 1.330, C2 1.391, N3 1.742
6 O 1.2892 0.4119 0.0253  C2 1.269, N4 1.344
7 H -3.0677 0.0015 0.0806  C1 1.133
8 H 3.2401 0.0262 0.1496  N4 1.018

--- x ---
# C2H2N3O

A gas-phase ion, C2H2N3O (charge +1) (the ωB97M-V functional and the def2-TZVPD basis, the Open Molecules 2025 dataset).

Calculated values
LUMO level (spin up / spin down)	-6.650 / -9.455	eV
HOMO level (spin up / spin down)	-17.01 / -15.88	eV
net charge	+1
HOMO-LUMO gap (spin up / spin down)	10.36 / 6.43	eV

Last columns: bonded neighbours and bond lengths (Å).
CARTESIAN COORDINATES (ANGSTROEM)
1 C -1.0323 -0.6561 0.0140  N4 1.228, N5 1.400, H7 1.169
2 C 0.9569 0.4112 -0.0008  N3 1.255, N5 1.337, O6 1.290
3 N 1.9153 -0.3969 -0.0666  C2 1.255, O6 1.544
4 N -0.6327 -1.8105 -0.1124  C1 1.228
5 N -0.3640 0.5644 -0.1405  C1 1.400, C2 1.337, H8 0.970
6 O 2.0166 1.1439 -0.0675  C2 1.290, N3 1.544
7 H -2.1528 -0.7109 0.3411  C1 1.169
8 H -0.7070 1.4549 0.0328  N5 0.970

Most stable to least stable, the ends of the list are x and w.

--- w ---
# C4H8NO5S

2 unconnected molecules or ions with the total composition C4H8NO5S (the ωB97M-V functional and the def2-TZVPD basis, the Open Molecules 2025 dataset).

Calculated values
LUMO level	0.994	eV
HOMO level	-3.19	eV
net charge	-1
HOMO-LUMO gap	4.18	eV

Last columns: bonded neighbours and bond lengths (Å).
CARTESIAN COORDINATES (ANGSTROEM)
1 C -0.5997 -0.0689 -0.6714  C3 1.480, H12 1.134, H13 1.061, H14 1.195
2 C -0.4225 -0.1535 1.7415  C3 1.474, H15 1.062, H16 1.118, H17 1.131
3 C -0.1439 0.6508 0.5384  C1 1.480, C2 1.474, C4 1.520, H18 1.038
4 C -0.7231 2.0552 0.5003  C3 1.520, N5 1.362, H19 1.044
5 N -0.1096 3.0167 -0.2437  C4 1.362, O7 1.259, O8 1.303
6 O -3.1721 -1.7741 0.2300  S11 1.469
7 O -0.6299 4.1635 -0.2534  N5 1.259
8 O 1.0644 2.7990 -0.7657  N5 1.303
9 O -3.6647 0.5675 0.9875  S11 1.468
10 O -3.9528 -0.1776 -1.4129  S11 1.424
11 S -3.3971 -0.3643 -0.1151  O6 1.469, O9 1.468, O10 1.424
12 H -0.1285 -1.0806 -0.8695  C1 1.134
13 H -1.6162 -0.2662 -0.9003  C1 1.061
14 H -0.2512 0.6564 -1.5548  C1 1.195
15 H -1.4633 -0.3520 1.8106  C2 1.062
16 H 0.0911 -1.1063 1.4632  C2 1.118
17 H 0.0758 0.2356 2.6789  C2 1.131
18 H 0.8505 0.8166 0.2915  C3 1.038
19 H -1.7207 2.2746 0.7182  C4 1.044

--- x ---
# C4H8NO5S

A gas-phase ion, C4H8NO5S (charge -1) (the ωB97M-V functional and the def2-TZVPD basis, the Open Molecules 2025 dataset).

Calculated values
LUMO level	3.789	eV
HOMO level	-5.55	eV
net charge	-1
HOMO-LUMO gap	9.34	eV
structure (SMILES)	CC[C@@](O)(C(N)=O)S(=O)(=O)[O-]

Last columns: bonded neighbours and bond lengths (Å).
CARTESIAN COORDINATES (ANGSTROEM)
1 C -2.1214 -1.0640 -0.1378  C2 1.587, H12 1.131, H13 1.113, H14 1.030
2 C -0.6094 -0.9520 0.3305  C1 1.587, C3 1.529, H15 1.108, H16 1.124
3 C 0.2390 -0.0154 -0.5299  C2 1.529, O4 1.369, C5 1.590, S8 1.891
4 O 0.2718 -0.2545 -1.8770  C3 1.369, H17 1.008
5 C -0.1969 1.4667 -0.1540  C3 1.590, N6 1.334, O7 1.182
6 N 0.0662 1.8004 1.1109  C5 1.334, H18 1.074, H19 1.048
7 O -0.6028 2.2573 -0.9332  C5 1.182
8 S 1.9722 -0.3601 0.1433  C3 1.891, O9 1.434, O10 1.461, O11 1.454
9 O 2.0954 0.2574 1.4316  S8 1.434
10 O 2.7858 0.2526 -0.9041  S8 1.461
11 O 2.0516 -1.8117 0.1737  S8 1.454
12 H -2.0705 -0.5192 -1.1282  C1 1.131
13 H -2.2308 -2.1636 -0.2678  C1 1.113
14 H -2.8108 -0.6313 0.4939  C1 1.030
15 H -0.7839 -0.4979 1.3262  C2 1.108
16 H -0.2071 -1.9897 0.4862  C2 1.124
17 H 0.9533 0.3160 -2.3535  O4 1.008
18 H 0.8345 1.1303 1.4479  N6 1.074
19 H 0.3637 2.7787 1.3413  N6 1.048

Most stable to least stable, the ends of the list are x and w.

--- w ---
# C5H15N2O3

3 unconnected molecules or ions with the total composition C5H15N2O3 (the ωB97M-V functional and the def2-TZVPD basis, the Open Molecules 2025 dataset).

Calculated values
LUMO level	-2.977	eV
HOMO level	-12.52	eV
net charge	+1
HOMO-LUMO gap	9.54	eV

Last columns: bonded neighbours and bond lengths (Å).
CARTESIAN COORDINATES (ANGSTROEM)
1 C -2.0248 0.4087 -1.1687  O8 1.515, H11 1.177, H12 1.118, H13 1.096
2 C 1.2438 1.6939 1.2309  O9 1.428, H14 1.011, H15 1.114, H16 1.090
3 C 2.2836 -2.0884 -0.1351  O10 1.449, H17 1.070, H18 0.985, H19 1.106
4 C -1.8583 -0.9735 0.9154  N6 1.341, O8 1.288, H20 1.091
5 C 0.7186 -0.5318 0.8506  O9 1.307, O10 1.327
6 N -1.9724 -2.2223 1.3899  C4 1.341, H21 0.977, H24 1.000
7 N -0.3439 2.2991 -3.1322  H22 1.030, H23 0.997, H25 1.038
8 O -1.8758 -0.8685 -0.3680  C1 1.515, C4 1.288
9 O 1.6681 0.3619 0.9401  C2 1.428, C5 1.307
10 O 0.9776 -1.7506 0.3951  C3 1.449, C5 1.327
11 H -3.0942 0.2423 -1.6319  C1 1.177
12 H -1.2317 0.4801 -1.9528  C1 1.118
13 H -1.9365 1.2823 -0.5122  C1 1.096
14 H 2.0027 2.2446 1.6084  C2 1.011
15 H 0.4135 1.5907 1.9666  C2 1.114
16 H 0.8904 2.1561 0.3090  C2 1.090
17 H 2.6877 -1.2501 -0.6638  C3 1.070
18 H 2.1798 -2.8091 -0.7983  C3 0.985
19 H 2.8664 -2.4566 0.7292  C3 1.106
20 H -1.8683 -0.1736 1.6567  C4 1.091
21 H -1.6772 -2.4499 2.2933  N6 0.977
22 H 0.2630 3.1286 -3.2067  N7 1.030
23 H -1.2375 2.5468 -3.4978  N7 0.997
24 H -1.6923 -2.9697 0.7869  N6 1.000
25 H 0.0556 1.6424 -3.8290  N7 1.038

--- x ---
# C5H15N2O3

2 unconnected molecules or ions with the total composition C5H15N2O3 (the ωB97M-V functional and the def2-TZVPD basis, the Open Molecules 2025 dataset).

Calculated values
LUMO level	-3.062	eV
HOMO level	-11.57	eV
net charge	+1
HOMO-LUMO gap	8.51	eV

Last columns: bonded neighbours and bond lengths (Å).
CARTESIAN COORDINATES (ANGSTROEM)
1 C 2.1335 0.0395 2.2285  O8 1.447, H11 1.117, H12 1.045, H13 1.120
2 C -1.4198 -1.1816 1.3293  O9 1.435, H14 1.045, H15 1.154, H16 1.147
3 C -2.1582 0.5029 -2.0996  O10 1.401, H17 1.068, H18 1.180, H19 1.027
4 C 1.0479 1.5368 0.5194  N6 1.344, O8 1.366, H20 1.105
5 C -0.3898 -0.1321 -0.5741  N7 1.761, O9 1.406, O10 1.337
6 N 1.1822 2.1602 -0.6637  C4 1.344, H21 1.034, H24 1.085
7 N 0.5243 -1.4835 -1.2374  C5 1.761, H22 0.968, H23 1.064, H25 1.065
8 O 2.1114 0.8465 1.0275  C1 1.447, C4 1.366
9 O -1.5054 -0.8128 -0.0548  C2 1.435, C5 1.406
10 O -0.8701 0.6276 -1.5638  C3 1.401, C5 1.337
11 H 3.0101 0.4105 2.8128  C1 1.117
12 H 2.2955 -0.9498 1.9334  C1 1.045
13 H 1.2197 0.1872 2.8596  C1 1.120
14 H -2.1167 -0.7510 1.9782  C2 1.045
15 H -0.4030 -0.9649 1.8306  C2 1.154
16 H -1.5172 -2.3062 1.5320  C2 1.147
17 H -2.1973 0.9331 -3.0764  C3 1.068
18 H -2.9433 1.0428 -1.4031  C3 1.180
19 H -2.5413 -0.4492 -2.1253  C3 1.027
20 H 0.1364 1.8027 1.0850  C4 1.105
21 H 0.2919 2.3769 -1.1438  N6 1.034
22 H 1.4130 -1.1784 -1.4713  N7 0.968
23 H -0.0172 -1.9186 -2.0437  N7 1.064
24 H 1.9910 1.7759 -1.2771  N6 1.085
25 H 0.7223 -2.1145 -0.4021  N7 1.065

Most stable to least stable, the ends of the list are w and x.

--- w ---
# C7H12S

C7H12S in the gas phase (the ωB97M-V functional and the def2-TZVPD basis, the Open Molecules 2025 dataset).

Calculated values
LUMO level	0.926	eV
HOMO level	-8.02	eV
net charge	0
HOMO-LUMO gap	8.94	eV
structure (SMILES)	C=C(C)/C(C)=C\SC

Last columns: bonded neighbours and bond lengths (Å).
CARTESIAN COORDINATES (ANGSTROEM)
1 C -0.6511 -1.9430 -0.7908  C2 1.371, H9 1.096, H10 1.210
2 C -1.2250 -0.8846 -0.1352  C1 1.371, C3 1.432, C4 1.457
3 C -2.3151 -0.8834 0.7933  C2 1.432, H11 1.313, H12 1.102, H13 1.239
4 C -0.5091 0.3814 -0.2235  C2 1.457, C5 1.551, C6 1.285
5 C -1.2447 1.7435 -0.3184  C4 1.551, H14 1.202, H15 1.057, H16 1.141
6 C 0.7722 0.4566 -0.1548  C4 1.285, S7 1.783, H17 1.206
7 S 1.9345 -0.8896 -0.0229  C6 1.783, C8 1.892
8 C 3.4959 0.1318 0.2912  S7 1.892, H18 1.024, H19 1.189, H20 1.113
9 H -0.8286 -2.9573 -0.4151  C1 1.096
10 H 0.1336 -1.5343 -1.6156  C1 1.210
11 H -2.2549 0.0964 1.6650  C3 1.313
12 H -2.5832 -1.8766 1.1891  C3 1.102
13 H -3.2034 -0.4901 0.0243  C3 1.239
14 H -0.4719 2.5734 -0.7156  C5 1.202
15 H -2.0777 1.6648 -0.9637  C5 1.057
16 H -1.7497 1.9380 0.6860  C5 1.141
17 H 1.1485 1.5506 -0.4935  C6 1.206
18 H 3.3952 0.7315 1.1154  C8 1.024
19 H 4.4054 -0.5296 0.6775  C8 1.189
20 H 3.8290 0.7207 -0.5927  C8 1.113

--- x ---
# C7H12S

C7H12S in the gas phase (the ωB97M-V functional and the def2-TZVPD basis, the Open Molecules 2025 dataset).

Calculated values
LUMO level (spin up / spin down)	-1.006 / 0.207	eV
HOMO level (spin up / spin down)	-7.18 / -7.46	eV
net charge	0
HOMO-LUMO gap (spin up / spin down)	6.18 / 7.66	eV

Last columns: bonded neighbours and bond lengths (Å).
CARTESIAN COORDINATES (ANGSTROEM)
1 C -0.9252 -0.8791 -1.1152  C3 1.458, S8 1.762, H9 0.993
2 C 1.7809 -0.5425 -0.9942  C7 1.505, S8 1.684, H10 1.019
3 C -2.1071 -0.1027 -0.7581  C1 1.458, C5 1.472, H11 1.170, H12 1.188
4 C -1.1854 0.6223 1.5599  C5 1.628, C6 1.612, H13 0.996, H14 1.065
5 C -2.4430 0.5263 0.5298  C3 1.472, C4 1.628, H15 0.991
6 C 0.3110 0.8258 0.9950  C4 1.612, S8 1.710, H16 1.143
7 C 3.0592 -0.0472 -0.3738  C2 1.505, H17 1.046, H18 1.048, H19 1.077
8 S 0.4109 -0.5497 -0.0153  C1 1.762, C2 1.684, C6 1.710, H20 1.308
9 H -0.6305 -0.8015 -2.0605  C1 0.993
10 H 2.0754 -1.4245 -1.4106  C2 1.019
11 H -2.5602 0.4656 -1.6745  C3 1.170
12 H -2.8914 -0.9644 -0.5240  C3 1.188
13 H -1.3248 1.2380 2.3308  C4 0.996
14 H -1.1849 -0.2700 2.1416  C4 1.065
15 H -3.0991 1.2651 0.4595  C5 0.991
16 H 0.5336 1.8624 0.5677  C6 1.143
17 H 3.9212 -0.0547 -0.9665  C7 1.046
18 H 2.7820 0.8940 -0.0061  C7 1.048
19 H 3.4553 -0.6607 0.4178  C7 1.077
20 H 0.0223 -1.4026 0.8966  S8 1.308

--- y ---
# C7H12S

C7H12S in the gas phase (the ωB97M-V functional and the def2-TZVPD basis, the Open Molecules 2025 dataset).

Calculated values
LUMO level	0.081	eV
HOMO level	-8.47	eV
net charge	0
HOMO-LUMO gap	8.55	eV
structure (SMILES)	C/C=C\[C@@H](C)C(C)=S

Last columns: bonded neighbours and bond lengths (Å).
CARTESIAN COORDINATES (ANGSTROEM)
1 C 0.1524 1.5735 1.3501  C2 1.525, H9 1.090, H10 1.132, H11 1.078
2 C 0.8427 0.2252 1.5272  C1 1.525, C3 1.323, H12 1.138
3 C 0.6248 -0.8290 0.7585  C2 1.323, C4 1.481, H13 1.120
4 C -0.4059 -0.9640 -0.2969  C3 1.481, C5 1.546, C6 1.547, H14 1.089
5 C -1.8225 -1.1393 0.2966  C4 1.546, H15 1.099, H16 1.104, H17 1.074
6 C -0.1992 0.0391 -1.4566  C4 1.547, C7 1.516, S8 1.627
7 C 1.2457 0.2767 -1.8479  C6 1.516, H18 1.120, H19 1.082, H20 1.108
8 S -1.4050 0.8587 -2.1793  C6 1.627
9 H 0.9090 2.2627 0.9740  C1 1.090
10 H -0.1972 2.0241 2.3283  C1 1.132
11 H -0.6463 1.6203 0.6274  C1 1.078
12 H 1.5994 0.1372 2.3730  C2 1.138
13 H 1.1740 -1.7801 0.9800  C3 1.120
14 H -0.1552 -1.8797 -0.8307  C4 1.089
15 H -2.2182 -0.1419 0.5320  C5 1.099
16 H -2.5055 -1.5533 -0.4660  C5 1.104
17 H -1.8280 -1.7182 1.2018  C5 1.074
18 H 1.7883 -0.6919 -1.9952  C7 1.120
19 H 1.2582 0.8089 -2.7899  C7 1.082
20 H 1.7885 0.8711 -1.0862  C7 1.108

Most stable to least stable, the ends of the list are y and x.